(1)
{
  "formula": "C19H27N5O2ReS",
  "method": "ωB97M-V/def2-TZVPD",
  "species": ["N", "C", "C", "H", "H", "H", "N", "C", "C", "H", "H", "H", "N", "C", "C", "H", "H", "H", "Re", "C", "O", "C", "O", "C", "C", "C", "C", "C", "C", "H", "H", "H", "H", "H", "H", "C", "N", "C", "C", "S", "N", "C", "C", "H", "H", "H", "H", "H", "H", "H", "H", "H", "H", "H", "H"],
  "xyz": [[0.07047, 2.09462, -1.23620], [0.16170, 3.25622, -1.16403], [0.23028, 4.69653, -1.14179], [-0.77427, 5.13626, -1.20194], [0.82686, 5.05351, -1.99119], [0.70747, 5.02791, -0.20987], [1.79149, -1.27389, -1.85306], [2.81663, -1.83527, -1.88004], [4.04594, -2.60478, -1.93292], [4.72396, -2.15308, -2.66897], [3.80583, -3.63594, -2.22694], [4.52077, -2.59940, -0.93757], [-1.86399, -0.77543, -1.12865], [-2.87174, -1.35885, -1.11375], [-4.15785, -2.03365, -1.13202], [-4.14482, -2.86184, -0.40988], [-4.37053, -2.44480, -2.12905], [-4.96512, -1.33834, -0.86023], [0.38736, -0.05366, -0.49403], [0.18886, -1.78587, 0.29234], [-0.04591, -2.84296, 0.72804], [2.02118, 0.66469, 0.18430], [3.01761, 1.19008, 0.54615], [0.50133, 1.37194, -4.15167], [-0.88307, 1.43696, -4.02202], [-1.64120, 0.26765, -4.02218], [-1.01677, -0.96832, -4.15188], [0.36659, -1.03035, -4.28468], [1.12387, 0.13576, -4.28619], [1.10318, 2.27988, -4.16070], [-1.37875, 2.40363, -3.94336], [-2.72526, 0.32607, -3.93913], [-1.59869, -1.88927, -4.15439], [0.85248, -2.00015, -4.36989], [2.20724, 0.08821, -4.37727], [-2.58988, 0.47857, 2.85014], [-1.34198, 0.15566, 3.52733], [-1.43633, -0.31655, 4.90471], [-0.19693, 0.16053, 2.85190], [-0.38963, 0.99890, 1.28852], [0.99751, -0.10909, 3.44531], [1.43566, 0.63456, 4.62331], [2.04286, -1.00861, 3.00337], [-3.39100, 0.41850, 3.59297], [-2.79298, -0.22032, 2.02558], [-2.53090, 1.48656, 2.41388], [-1.01124, -1.32889, 5.01163], [-0.90322, 0.35968, 5.59396], [-2.50656, -0.34352, 5.16521], [1.47517, -0.06725, 5.46575], [2.42906, 1.06669, 4.45677], [0.74560, 1.44620, 4.85122], [1.76539, -1.55634, 2.10683], [2.98532, -0.46591, 2.82406], [2.18098, -1.73345, 3.82225]],
  "atomic_forces_ev_per_a": [[0.6879, 1.0065, 0.4595], [-0.3777, -1.7558, -0.4038], [0.0586, 0.3918, 0.0659], [0.1339, -0.1781, 0.0153], [-0.0554, -0.0832, 0.1275], [-0.0575, -0.0636, -0.1565], [1.0573, -0.2047, 0.6879], [-1.3935, 0.3713, -0.0724], [0.0205, 0.0914, 0.0000], [-0.0530, -0.1087, 0.1421], [0.0751, 0.1792, 0.0596], [-0.1176, -0.0048, -0.3222], [-0.3069, -0.6946, 0.3371], [1.2156, 1.0227, -0.1769], [-0.2614, -0.2307, 0.0683], [0.0097, 0.1594, -0.1591], [0.1471, 0.1193, 0.2030], [0.2763, -0.0812, -0.0565], [-1.6759, 1.4571, -3.5037], [-0.5971, -6.0642, 3.0277], [0.8902, 4.2124, -1.7625], [6.6065, 2.4524, 2.1344], [-5.0369, -2.5877, -1.7160], [1.4601, -0.4702, -0.2356], [0.5295, 1.4192, -0.2093], [-0.8464, -2.4168, -0.2164], [-1.2217, 0.3239, 0.0783], [-0.8192, -1.6291, -0.1429], [0.8853, 2.7819, -0.0009], [-0.1839, -0.2124, -0.0748], [0.0606, -0.1748, -0.0557], [0.2131, 0.0005, -0.0518], [0.1081, 0.2632, -0.0887], [-0.0925, 0.1642, -0.1451], [-0.2202, 0.0189, -0.1333], [-0.7504, 0.6152, -0.2158], [1.4769, -0.3818, -1.0307], [-0.1493, -0.3203, 1.0376], [-0.0578, -0.1893, 2.0574], [-0.6791, 0.2359, 0.7945], [-0.9077, 0.8098, -0.8150], [-0.4086, 0.0570, 1.0839], [0.3740, -0.4132, -0.3587], [0.1094, 0.1830, -0.4122], [0.1061, 0.0090, 0.3679], [-0.3807, -0.1940, 0.4012], [-0.0856, 0.3783, -0.1762], [-0.3812, -0.2836, -0.2927], [0.6590, -0.0429, 0.0511], [0.1643, 0.3700, 0.0383], [-0.1990, -0.1766, -0.1227], [0.1021, -0.0193, 0.0086], [0.0104, -0.0412, 0.1158], [-0.3155, -0.2106, 0.1457], [0.1938, 0.1401, -0.4007]],
  "nbo_charge": [-0.5674, 0.6109, -0.7744, 0.3224, 0.3203, 0.3195, -0.5615, 0.6141, -0.7661, 0.3231, 0.3245, 0.3173, -0.5524, 0.5601, -0.7681, 0.3115, 0.3134, 0.3144, 0.5582, 0.6181, -0.3179, 0.6311, -0.3433, -0.2450, 0.0210, -0.0337, -0.2615, 0.0492, -0.1068, 0.2681, 0.2570, 0.2540, 0.2686, 0.2551, 0.2618, -0.4331, -0.2699, -0.4417, 0.4034, 0.2924, -0.4328, -0.4197, -0.4099, 0.2762, 0.2208, 0.2401, 0.2586, 0.2593, 0.2620, 0.2414, 0.2498, 0.2276, 0.1863, 0.2309, 0.2628],
  "spin_multiplicity": 4,
  "lumo_ev": [-12.51, -15.71],
  "de_lowest_ev": 0.000,
  "fmax_ev_per_a": 7.36,
  "charge": 4,
  "homo_lumo_gap_ev": [8.107, 4.889],
  "s_squared": 3.78
}

(2)
{
  "formula": "C19H27OSi",
  "method": "ωB97M-V/def2-TZVPD",
  "species": ["C", "C", "Si", "C", "C", "H", "H", "H", "H", "H", "H", "H", "H", "H", "H", "H", "H", "C", "O", "C", "C", "C", "C", "C", "C", "C", "C", "C", "C", "C", "C", "C", "C", "H", "H", "H", "H", "H", "H", "H", "H", "H", "H", "H", "H", "H", "H", "H"],
  "xyz": [[1.97855, -3.54860, 1.25377], [2.38573, -2.92737, 2.57217], [1.09651, -1.73835, 3.27064], [-0.56792, -2.56105, 3.51936], [1.69972, -0.93822, 4.85122], [0.91508, -0.67360, 2.28836], [2.73346, -4.23663, 0.85991], [1.04739, -4.11224, 1.35523], [1.80690, -2.78285, 0.49232], [2.54553, -3.68481, 3.34554], [3.31893, -2.36256, 2.48215], [-0.46306, -3.37113, 4.23579], [-1.29321, -1.84744, 3.90164], [-0.93878, -2.96681, 2.58211], [1.84810, -1.70823, 5.60284], [2.64314, -0.42645, 4.68219], [0.97311, -0.22103, 5.22321], [-5.97663, 3.18988, -0.95142], [-5.14820, 3.14580, 0.18732], [-3.87194, 2.67925, -0.06345], [-2.95710, 2.64823, 1.00366], [-1.68404, 2.18974, 0.83176], [-1.22515, 1.72100, -0.42808], [0.09658, 1.24436, -0.51850], [0.89155, 0.78671, -1.60747], [2.21944, 0.41299, -1.31431], [3.06065, -0.06893, -2.28665], [2.63240, -0.21460, -3.59726], [3.56943, -0.77327, -4.60763], [1.33689, 0.17809, -3.91552], [0.49067, 0.68134, -2.95711], [-2.15051, 1.77025, -1.49578], [-3.41936, 2.23249, -1.31902], [-6.95046, 3.59313, -0.67294], [-5.53567, 3.84071, -1.70713], [-6.11903, 2.18543, -1.35101], [-3.29281, 3.01008, 1.95977], [-1.00378, 2.19079, 1.66666], [0.61020, 1.20985, 0.42873], [2.58250, 0.51904, -0.30567], [4.07544, -0.33721, -2.04670], [3.10834, -0.83907, -5.59387], [4.46123, -0.14849, -4.68679], [3.88655, -1.77519, -4.31115], [0.99921, 0.09394, -4.93424], [-0.46432, 1.03438, -3.28450], [-1.87502, 1.43859, -2.47301], [-4.07625, 2.26801, -2.16712]],
  "atomic_forces_ev_per_a": [[-0.0669, -0.2851, -0.3676], [-0.2445, 0.4759, 0.5851], [0.1584, -0.3753, 0.3692], [0.4082, 0.1374, -0.0904], [-0.1198, -0.2336, -0.3551], [-0.1029, 0.5625, -0.5872], [-0.0743, 0.0762, 0.0603], [0.0551, -0.0042, -0.0382], [0.0005, 0.0048, -0.0222], [0.1262, -0.0910, -0.0969], [0.0528, -0.1092, -0.0127], [-0.1088, -0.1571, 0.1070], [-0.1190, 0.0417, 0.0644], [-0.1173, -0.1006, -0.0807], [0.0673, -0.0300, 0.2256], [0.1364, 0.0753, 0.0615], [-0.0613, 0.0886, 0.1060], [-0.7264, 0.1077, -0.6587], [2.6819, -0.8319, -0.0046], [-0.9818, 0.4142, 0.4887], [-0.5180, 0.2631, 0.2504], [-0.0416, -0.1023, -0.1720], [0.2012, -0.1304, -0.1001], [-0.2621, 0.0603, -0.4722], [-0.1382, 0.0923, 0.0100], [0.0622, -0.0739, 0.0930], [0.0756, 0.1011, 0.3593], [0.1398, -0.1028, 0.0310], [-0.0474, -0.0759, -0.4149], [-0.2883, 0.1076, 0.0634], [0.1432, 0.0534, -0.1577], [0.0691, 0.0734, 0.2761], [-0.6145, 0.2283, -0.1907], [0.2513, -0.0408, 0.2394], [-0.0893, -0.0013, -0.0785], [-0.0658, 0.0137, -0.0767], [-0.0257, 0.0421, 0.2204], [0.1140, -0.0374, 0.1866], [0.1956, 0.0615, 0.2833], [0.0311, -0.0410, 0.2410], [0.1738, -0.0549, 0.1698], [0.0534, 0.0042, 0.0719], [0.0080, -0.0502, 0.0277], [0.0443, 0.0460, -0.0015], [-0.0944, 0.0258, -0.1902], [-0.1369, -0.0745, -0.0931], [-0.1043, -0.0731, -0.1525], [-0.0996, -0.0807, -0.1767]],
  "nbo_charge": [-0.6041, -0.8488, 1.4052, -1.1018, -1.0976, -0.2640, 0.2144, 0.2070, 0.1913, 0.2323, 0.2258, 0.2433, 0.2396, 0.2373, 0.2428, 0.2399, 0.2392, -0.2644, -0.4395, 0.4266, -0.2728, -0.0629, -0.2266, 0.1184, -0.1061, -0.0950, -0.2363, 0.1149, -0.6529, -0.2261, -0.1111, -0.0103, -0.3299, 0.2250, 0.1865, 0.1873, 0.2515, 0.2323, 0.2231, 0.2259, 0.2334, 0.2309, 0.2473, 0.2474, 0.2317, 0.2046, 0.2034, 0.2417],
  "lumo_ev": -5.43,
  "de_lowest_ev": 0.889,
  "fmax_ev_per_a": 2.81,
  "charge": 1,
  "homo_lumo_gap_ev": 6.810
}